16
Properties=species:S:1:pos:R:3 method="wB97M-V/def2-TZVPD" largest_force_ev_per_a=1.7 orbital_gap_ha=0.37743 homo_ev=-9.60
H -2.6787 1.3534 -0.1642
N -2.0513 1.6877 0.5690
C -1.2181 0.8347 0.9920
C -1.0733 -0.6056 0.4937
N -1.3648 -0.7681 -0.8237
O -0.7769 -1.5253 1.2247
H -0.7653 0.9879 1.9666
H -1.4240 0.0292 -1.4342
H -1.2024 -1.6750 -1.2320
C 1.1850 1.4939 0.1468
C 1.5855 0.3965 -0.1496
C 2.0978 -0.9249 -0.4257
H 0.9891 2.5100 0.3181
H 1.8210 -1.2390 -1.4361
H 3.1848 -0.9204 -0.3470
H 1.6915 -1.6349 0.3015

=====

16
Properties=species:S:1:pos:R:3 method="wB97M-V/def2-TZVPD" largest_force_ev_per_a=4.0 orbital_gap_ha=0.36677 homo_ev=-9.01
O 0.0069 -1.3377 1.1703
C 0.0418 -0.6746 -0.1148
C 1.4629 -0.8681 -0.6101
N 2.2888 -0.0302 -0.1427
N 1.4850 0.8836 0.5645
C 0.0949 0.8913 -0.0875
C -1.3542 0.7790 0.2736
C -1.3863 -0.4961 -0.5583
H 0.6539 -0.8389 1.6718
H 1.7758 -1.6090 -1.3191
H 1.9334 1.7132 0.7305
H 0.0513 1.2924 -1.1433
H -2.1177 1.6059 0.0282
H -1.4973 0.5597 1.3425
H -1.5116 -0.4907 -1.6045
H -1.9278 -1.3798 -0.2010

=====

E_tot (computed, eV): -10340.1310 -10338.2323